DFT (ωB97M-V/def2-TZVPD) results for C26H17ClIMgN3O4 as an isolated structure.

As for the molar mass: 622.10 g/mol. For the energy above the lowest of the compared OMol25 structures with the same formula, charge and spin, the calculation gives 4.9 kcal/mol. The orbital gap (alpha / beta) is 3.6 / 3.6 eV.

ORCA input file:
```
! wB97M-V def2-TZVPD RIJCOSX def2/J DEFGRID3
* xyz -2 1
Mg -0.30972 -0.43174 -0.04521
C 0.94028 2.29770 1.58653
O -0.12890 1.83696 0.79953
C -1.35906 2.37539 1.01952
C -1.60944 3.38024 1.93689
C -2.90061 3.89789 2.06912
C -3.92647 3.41953 1.27297
C -3.67014 2.41545 0.34352
C -2.40473 1.86475 0.22668
N -2.00081 0.93365 -0.74143
N -2.87187 0.52406 -1.55074
C -2.37897 -0.24484 -2.59608
C -0.98527 -0.34322 -2.90517
O -0.04039 0.14716 -2.21570
C -0.65172 -1.03564 -4.13632
C -1.58114 -1.59078 -4.94261
C -2.97451 -1.51131 -4.63483
C -3.94638 -2.08399 -5.47379
C -5.28586 -1.99804 -5.17818
C -5.67998 -1.32754 -4.00778
C -4.75007 -0.76573 -3.16828
C -3.36417 -0.83343 -3.45519
H 1.15539 3.35378 1.38883
H 0.72897 2.15357 2.65020
H 1.80109 1.69055 1.31567
H -0.81546 3.75994 2.56422
H -3.08700 4.68009 2.79602
H -4.92634 3.82785 1.36660
H -4.44794 2.02984 -0.30197
H 0.40790 -1.11663 -4.34639
H -1.28563 -2.12933 -5.83889
H -3.61144 -2.60260 -6.36726
H -6.02646 -2.44668 -5.83021
H -6.73345 -1.26158 -3.75695
H -5.05460 -0.26442 -2.26043
Cl 4.83302 -5.33907 1.42285
C 3.59110 -4.37772 0.62941
C 3.13060 -4.75603 -0.60288
C 2.12270 -4.03648 -1.25156
I 1.40385 -4.67435 -3.10314
C 1.52367 -2.88238 -0.70055
O 0.59079 -2.21960 -1.20671
C 2.08655 -2.48074 0.59015
N 1.52869 -1.38062 1.10871
C 1.80618 -1.01576 2.34045
C 2.76446 -1.69641 3.10488
C 3.41031 -2.78437 2.56998
C 3.06417 -3.23340 1.28039
H 3.54318 -5.63770 -1.07642
H 1.18278 -0.21381 2.72182
H 2.98028 -1.36520 4.11340
H 4.15705 -3.32516 3.13726
O -1.20716 -0.63189 1.59394
*
```


DFT (ωB97M-V/def2-TZVPD) results for a 2-piece molecular cluster, CH7N2O overall at a distorted geometry.

As for the molar mass: 63.08 g/mol. For the energy above the lowest of the compared OMol25 structures with the same formula, charge and spin, the calculation gives 12.9 kcal/mol. The orbital gap is 6.8 eV.

ORCA input file:
```
! wB97M-V def2-TZVPD RIJCOSX def2/J DEFGRID3
* xyz -1 1
N -1.37699 1.88095 -1.59598
H -1.63866 1.89559 -0.61634
H -1.34157 0.85785 -1.65860
H -0.37565 2.02987 -1.59365
N 0.38292 -0.41018 0.04734
C 0.55365 -1.26452 1.31841
O 1.66978 -2.01386 1.32667
H 1.03360 0.37497 0.07189
H 0.82299 -0.95125 -0.69653
H 0.62149 -0.52184 2.11681
H -0.35155 -1.87758 1.27996
*
```


DFT (ωB97M-V/def2-TZVPD) results for a 2-piece molecular cluster, C4H13N3O overall at a distorted geometry.

As for the molar mass: 119.17 g/mol. For the energy above the lowest of the compared OMol25 structures with the same formula, charge and spin, the calculation gives 0.0 kcal/mol. The orbital gap (alpha / beta) is 2.7 / 9.4 eV.

ORCA input file:
```
! wB97M-V def2-TZVPD RIJCOSX def2/J DEFGRID3
* xyz -1 2
C 2.23283 0.36269 0.01083
C 1.52914 0.08818 1.34087
C 0.03637 -0.17509 1.21441
N -2.64113 -0.05833 -0.00412
C -1.91847 0.96700 0.28008
N -0.65819 1.00732 0.74475
N 2.18531 -0.71133 -0.96796
H 1.81503 1.25816 -0.44847
H 3.27478 0.61822 0.23158
H 1.65976 0.95653 1.99983
H 1.96691 -0.78563 1.83304
H -0.13894 -0.97082 0.48423
H -0.39087 -0.55657 2.14769
H -2.26270 -0.92483 0.38136
H -2.31566 1.95295 0.08339
H -0.35351 1.88849 1.15741
H 1.22566 -0.89629 -1.25472
H 2.52194 -1.57760 -0.57589
H -1.69276 -0.71560 -1.66331
H -1.15122 -0.89139 -3.08766
O -0.95900 -1.08680 -2.19451
*
```


DFT (ωB97M-V/def2-TZVPD) results for a 6-piece molecular cluster, C40H45ClFN10O11 overall.

As for the molar mass: 896.31 g/mol. The orbital gap is 8.1 eV.

ORCA input file:
```
! wB97M-V def2-TZVPD RIJCOSX def2/J DEFGRID3
* xyz 1 1
C 3.70908 -4.77696 -0.94406
C 4.26952 -3.50348 -0.33053
C 3.70951 -2.24266 -0.94280
O 3.70825 -1.22218 0.09154
N 3.87528 0.05628 -0.38914
C 2.79399 0.80244 -0.63460
N 2.83522 2.08062 -1.00052
C 1.58255 2.45035 -1.07332
N 0.71439 1.50356 -0.78799
C -0.74892 1.54740 -0.81945
C -1.45921 0.95049 0.37136
N -2.79626 1.55429 0.39532
N 1.50719 0.40906 -0.51382
Cl 0.83932 -1.06762 -0.13883
C 5.20083 0.64728 -0.46429
F 5.28991 1.57072 0.55146
C 6.30191 -0.36491 -0.32800
C 7.65387 0.30201 -0.56163
H 4.27733 -5.09796 -1.80850
H 3.77709 -5.58612 -0.22681
H 2.66405 -4.67053 -1.20900
H 5.35260 -3.48370 -0.37584
H 4.01412 -3.47289 0.72670
H 2.70056 -2.39798 -1.30717
H 4.33262 -1.87002 -1.73935
H 1.26990 3.44196 -1.34164
H -1.09971 1.12553 -1.75391
H -0.98768 2.60602 -0.84679
H -0.94175 1.17537 1.29776
H -1.51589 -0.12729 0.26635
H -3.37550 0.96904 0.98626
H -3.21058 1.45304 -0.52688
H 5.27868 1.18325 -1.40538
H 6.25593 -0.80123 0.66372
H 6.17198 -1.16034 -1.05102
H 7.64480 1.33720 -0.24404
H 7.91528 0.28125 -1.61396
H 8.43048 -0.21388 -0.01475
C 0.57653 3.47672 -6.79670
C -0.31826 4.07348 -5.91947
C -1.10952 3.29033 -5.09852
C -0.96802 1.91535 -5.16017
C -0.06998 1.29603 -6.01487
C 0.70045 2.09470 -6.84856
N -1.84211 1.10047 -4.29846
O -2.67877 1.70331 -3.64998
O -1.71956 -0.10619 -4.31768
H 1.17453 4.09145 -7.45524
H -0.41973 5.14920 -5.89311
H -1.83458 3.73566 -4.43451
H -0.00014 0.21970 -6.05236
H 1.39003 1.64409 -7.54642
C 2.23263 -2.64167 3.27751
C 3.59862 -2.52062 3.05642
C 4.47316 -3.44984 3.59507
C 3.95315 -4.48573 4.34518
C 2.60063 -4.62306 4.58463
C 1.73368 -3.68749 4.04189
N 4.88195 -5.48936 4.90460
O 6.06426 -5.33285 4.68822
O 4.40062 -6.40264 5.53578
H 1.55319 -1.91409 2.85233
H 3.98459 -1.70401 2.46222
H 5.53832 -3.37405 3.43873
H 2.23446 -5.44490 5.18037
H 0.67087 -3.77908 4.21557
C -8.33466 2.93112 2.13374
C -6.97353 3.15993 1.97462
C -6.05396 2.34841 2.61785
C -6.52125 1.31101 3.39911
C -7.86794 1.06558 3.57445
C -8.78122 1.88849 2.93587
N -5.54347 0.42632 4.05428
O -4.36331 0.64967 3.86510
O -5.96819 -0.48321 4.73332
H -9.05042 3.56785 1.63257
H -6.62734 3.97377 1.35365
H -4.99284 2.51651 2.51278
H -8.20536 0.24704 4.18908
H -9.84080 1.71451 3.06143
C -8.74924 -0.73844 8.25496
C -8.84451 -0.17139 6.99062
C -9.91860 0.64384 6.67538
C -10.87354 0.88405 7.64229
C -10.80233 0.33249 8.90558
C -9.72772 -0.48875 9.20796
N -12.00636 1.76752 7.30798
O -12.05035 2.21813 6.18131
O -12.82060 1.99012 8.17553
H -7.90812 -1.37301 8.49813
H -8.07812 -0.36803 6.25413
H -10.01179 1.09196 5.69844
H -11.57009 0.54012 9.63477
H -9.65396 -0.93069 10.19138
C 8.44066 -0.30976 -7.94640
C 7.87984 0.38967 -9.00608
C 6.58693 0.88057 -8.91263
C 5.88269 0.66012 -7.74583
C 6.41662 -0.03733 -6.68241
C 7.70712 -0.52655 -6.78628
N 4.51486 1.19114 -7.62961
O 4.05305 1.76239 -8.59054
O 3.91493 1.04297 -6.57746
H 9.44961 -0.68993 -8.02552
H 8.44912 0.55453 -9.90931
H 6.13684 1.42508 -9.72834
H 5.82380 -0.19882 -5.79982
H 8.14180 -1.08131 -5.96501
*
```


DFT (ωB97M-V/def2-TZVPD) results for a single C16H19N3O3S molecule at a distorted geometry.

As for the molar mass: 333.41 g/mol. For the energy above the lowest of the compared OMol25 structures with the same formula, charge and spin, the calculation gives 55.6 kcal/mol. The orbital gap is 9.4 eV. Its SMILES is Cc1cccc(C)c1OCC(=O)Nc1nnc([C@@H]2CCCO2)s1.

ORCA input file:
```
! wB97M-V def2-TZVPD RIJCOSX def2/J DEFGRID3
* xyz 0 1
C -0.97403 -0.91213 -2.44877
C -0.77522 -1.62989 -1.14728
C -0.21009 -2.90034 -1.14120
C 0.03666 -3.57273 0.03972
C -0.26876 -2.97538 1.24948
C -0.84489 -1.71586 1.28575
C -1.17065 -1.03890 2.58217
C -1.11049 -1.05611 0.08035
O -1.61966 0.22951 0.19567
C -2.89938 0.49725 -0.34113
C -3.38480 1.82404 0.22647
O -4.51468 2.02222 0.59457
N -2.42474 2.79737 0.31208
C -1.12823 2.67161 -0.12827
N -0.79543 2.43895 -1.34933
N 0.50345 2.23651 -1.51596
C 1.19154 2.32935 -0.43559
C 2.66047 2.07585 -0.31800
C 3.02972 0.76293 -1.01847
C 2.70242 -0.24570 0.08025
C 3.09035 0.52176 1.34766
O 3.01333 1.91102 1.04005
S 0.24826 2.71196 0.97857
H -1.99430 -1.04397 -2.81166
H -0.29986 -1.31601 -3.20072
H -0.77627 0.15222 -2.34362
H 0.04941 -3.35813 -2.08462
H 0.47814 -4.55771 0.01870
H -0.06317 -3.49080 2.17604
H -0.58337 -0.12717 2.68698
H -2.22115 -0.75272 2.61062
H -0.95895 -1.69404 3.42283
H -2.87719 0.58635 -1.43514
H -3.61948 -0.28064 -0.06074
H -2.68051 3.62383 0.83842
H 3.20949 2.94081 -0.71014
H 2.45255 0.61897 -1.92726
H 4.09488 0.75471 -1.24904
H 3.25271 -1.17788 -0.01768
H 1.63485 -0.46997 0.07931
H 2.42580 0.30546 2.18906
H 4.12130 0.30339 1.64986
*
```


DFT (ωB97M-V/def2-TZVPD) results for a single C4H8O2 molecule at a distorted geometry.

As for the molar mass: 88.11 g/mol. For the energy above the lowest of the compared OMol25 structures with the same formula, charge and spin, the calculation gives 115.4 kcal/mol. The orbital gap is 10.0 eV. Its SMILES is OC[C@@H]1C[C@@H]1O.

ORCA input file:
```
! wB97M-V def2-TZVPD RIJCOSX def2/J DEFGRID3
* xyz 0 1
O -1.92337 0.22864 -0.00608
C -0.88358 -0.74309 0.25675
C 0.43905 -0.85371 -0.53206
C 1.62255 -0.41098 0.57513
C 1.08756 0.40758 -0.51546
O 0.13551 1.37865 0.19661
H -2.46687 -0.29814 -0.67925
H -0.57150 -0.73105 1.34906
H -1.53372 -1.65327 0.25042
H 0.47356 -1.73083 -1.30350
H 1.03935 -0.28328 1.58130
H 2.56855 -0.57260 0.27160
H 1.87690 0.75661 -1.24307
H -0.67690 1.25537 -0.45697
*
```